Molecular formula: C8H16N4O2
Method: DFT, the ωB97M-V functional and the def2-TZVPD basis

ΔE to the lowest compared entry with this formula, charge and spin	116.7	kJ/mol
highest occupied orbital energy	-7.9	eV
E	-683.88430	Ha
structure (SMILES)	C/N=C1\NCC[C@H]([C@@H](N)C(=O)O)N1C

Positions of all 30 atoms, in Å:
C (2.2250, 1.4406, 2.7090)
N (0.9945, 1.6186, 1.8970)
C (0.3667, 0.6605, 1.2949)
N (0.7532, -0.6757, 1.5142)
C (0.1228, -1.7891, 0.7980)
C (-1.2045, -1.5463, 0.3316)
C (-1.2296, -0.2679, -0.3966)
C (-0.3850, -0.1058, -1.7453)
N (1.0952, 0.0479, -1.4731)
C (-0.6030, -1.3118, -2.7772)
O (-1.7076, -1.8658, -2.7996)
O (0.4102, -1.5378, -3.7158)
N (-0.8029, 0.8590, 0.5106)
C (-1.5096, 2.2148, 0.3578)
H (3.0703, 1.3096, 1.9650)
H (2.4320, 2.2749, 3.3448)
H (2.2073, 0.5457, 3.3206)
H (1.5870, -0.8803, 2.0039)
H (-0.1518, -2.4869, 1.5985)
H (0.7584, -2.2180, 0.0900)
H (-1.8779, -1.3878, 1.2664)
H (-1.5642, -2.3718, -0.2222)
H (-2.2203, 0.0265, -0.6939)
H (-0.6347, 0.8268, -2.3099)
H (1.6246, 0.0650, -2.3130)
H (1.1783, 0.9590, -0.9451)
H (-0.0241, -2.1352, -4.3429)
H (-2.4340, 2.1486, -0.1614)
H (-0.9434, 2.7429, -0.3618)
H (-1.5330, 2.8399, 1.2554)

Atomic partial charges in e from the Mulliken method, atoms 1 to 8: C -0.856; N -0.639; C 0.422; N -0.099; C -0.655; C -0.968; C -0.078; C 0.200